The following is a DFT calculation (ωB97M-V with the def2-TZVPD basis set) of 15 unconnected molecules or ions with the total composition C2H33O15 at a distorted geometry.

Summary:
- Energy above the lowest of the compared OMol25 structures with the same formula, charge and spin: 0.731 eV
- Orbital gap: 9.129 eV
- Total charge: -1

Cartesian coordinates (Å):
H1 -0.359 2.313 -0.707
H2 -1.497 -2.596 1.862
O1 -1.399 -0.504 -2.523
H3 1.504 2.570 0.983
H4 0.204 0.086 -3.188
H5 -0.350 -1.734 2.717
H6 -0.005 0.046 0.835
H7 0.784 0.209 4.498
H8 -0.821 2.462 1.956
O2 2.909 2.050 -2.071
H9 -2.047 0.044 -2.966
O3 4.701 1.873 0.376
H10 2.297 -2.127 -1.812
H11 3.782 -1.432 -2.093
H12 1.579 -0.416 -2.813
H13 -3.851 1.313 1.461
H14 3.236 2.861 -2.443
H15 -2.118 -1.180 2.507
O4 1.891 0.794 1.241
O5 -3.267 0.751 1.985
O6 2.920 -1.399 -1.684
H16 -3.281 -1.022 -0.337
H17 2.036 3.804 0.125
O7 -1.556 -3.477 -1.529
H18 2.176 -0.074 0.921
H19 -1.658 1.216 -0.716
H20 0.187 1.473 3.843
H21 -2.178 -3.910 -0.937
H22 2.189 1.688 -2.594
H23 -1.571 -0.487 -1.550
H24 -2.678 0.397 1.220
O8 1.099 -3.466 -1.946
O9 -4.281 -1.048 -0.110
H25 -1.765 1.289 2.360
H26 -1.967 -2.607 -1.638
O10 0.787 1.161 4.554
C1 -1.158 -1.569 2.044
H27 -4.158 -0.930 0.853
H28 0.796 -3.604 -2.844
H29 3.909 1.697 0.913
H30 0.245 -3.253 -1.521
O11 -1.221 2.035 -1.008
C2 -0.703 -0.836 0.805
O12 -1.819 -0.300 0.127
H31 0.935 0.690 1.462
H32 4.429 1.518 -0.482
H33 -0.329 -1.655 0.138
O13 -0.969 1.816 2.648
O14 1.297 3.430 0.606
O15 1.113 0.039 -3.529



The following is a DFT calculation (ωB97M-V with the def2-TZVPD basis set) of C4H4S in the gas phase at a distorted geometry.

Summary:
- Energy above the lowest of the compared OMol25 structures with the same formula, charge and spin: 7.192 eV
- Orbital gap (alpha / beta): 6.573 / 7.687 eV
- Total charge: 0

Cartesian coordinates (Å):
H1 -0.558 1.801 -0.161
C1 -0.600 0.791 -0.022
C2 0.671 0.269 -0.162
H2 -1.861 -0.955 -0.010
C3 -1.754 0.056 -0.144
H3 2.331 -1.721 0.852
H4 -2.667 0.418 -0.389
C4 2.137 -1.170 -0.105
S1 2.302 0.511 0.142



The following is a DFT calculation (ωB97M-V with the def2-TZVPD basis set) of C8H13N3O in the gas phase at a distorted geometry.

Summary:
- Energy above the lowest of the compared OMol25 structures with the same formula, charge and spin: 2.498 eV
- Orbital gap: 8.885 eV
- Total charge: 0

Cartesian coordinates (Å):
H1 -0.133 0.417 -3.496
H2 -2.583 0.940 1.079
C1 -1.015 0.121 -3.043
H3 -1.739 0.790 -3.392
C2 1.501 -0.402 -1.044
H4 2.066 0.510 1.606
N1 -2.126 0.593 -0.865
N2 -1.751 0.591 0.430
C3 -1.073 0.209 -1.541
C4 -0.868 0.134 3.076
H5 1.563 0.348 3.384
N3 0.064 0.038 1.933
C5 1.568 -1.391 -2.234
H6 -1.776 -0.316 2.765
H7 1.459 -0.773 -3.038
H8 2.500 -1.920 -2.265
C6 1.297 0.588 2.376
H9 0.780 -2.040 -2.167
H10 -1.208 -0.923 -3.243
H11 1.050 1.677 2.531
H12 -1.118 1.176 3.535
H13 -0.540 -0.587 3.921
O1 2.449 -0.093 -0.377
C7 -0.425 0.300 0.677
C8 0.060 0.013 -0.609



The following is a DFT calculation (ωB97M-V with the def2-TZVPD basis set) of a gas-phase ion, CH7N5P (charge +1) at a distorted geometry.

Summary:
- Energy above the lowest of the compared OMol25 structures with the same formula, charge and spin: 0.241 eV
- Orbital gap: 8.523 eV
- Total charge: +1

Cartesian coordinates (Å):
H1 -0.459 -1.484 1.157
N1 1.771 1.774 0.563
P1 -1.254 1.215 -0.316
H2 -3.447 0.304 -0.619
H3 0.321 -1.754 -0.354
N2 -0.019 0.264 0.068
H4 2.665 1.958 0.278
C1 1.427 0.631 -0.035
N3 -0.431 -1.219 0.132
H5 1.039 2.248 0.965
H6 1.967 -0.910 -1.242
H7 -2.288 -0.745 0.068
N4 2.203 -0.078 -0.713
N5 -2.533 0.239 -0.095



The following is a DFT calculation (ωB97M-V with the def2-TZVPD basis set) of 12 unconnected molecules or ions with the total composition C17H26BrCl33N4O4S at a distorted geometry.

Summary:
- Orbital gap: 9.429 eV
- Total charge: 0

Cartesian coordinates (Å):
Cl1 5.252 -2.420 1.228
C1 3.756 -1.748 -5.630
C2 -4.294 -0.594 0.342
Cl2 -0.834 -2.187 -5.468
H1 -3.982 6.012 1.811
H2 -2.759 -1.951 0.326
Cl3 -0.778 -6.614 2.079
Cl4 -0.776 3.105 5.297
C3 8.065 -1.777 -8.323
H3 6.050 -0.170 8.325
Cl5 -5.484 6.140 3.609
H4 -4.994 -2.155 1.442
C4 -1.803 -2.852 -4.161
H5 -1.142 -0.467 0.471
C5 1.011 -0.460 0.410
Cl6 4.493 0.675 6.795
H6 4.487 -1.173 -5.072
N1 -0.554 0.995 -0.939
C6 -5.062 6.076 1.895
C7 5.201 1.031 -2.070
Cl7 -5.588 7.541 1.069
H7 -0.492 -1.111 -1.048
Cl8 -5.739 -4.228 -0.245
H8 -5.483 -0.697 1.989
Cl9 2.397 -2.081 -4.559
H9 -1.997 4.821 4.278
Cl10 -2.735 2.901 3.167
H10 0.365 1.430 -1.036
H11 6.606 -2.401 3.140
Cl11 6.031 -0.149 2.869
O1 -3.392 3.002 0.111
H12 -7.665 -5.022 0.819
H13 -1.050 2.090 0.872
C8 -3.594 0.738 0.769
Cl12 0.473 -5.371 -0.226
C9 1.616 5.864 0.820
Cl13 -5.751 4.646 1.129
H14 -5.821 0.608 -0.384
H15 -2.258 -3.769 -4.513
N2 -5.508 -0.365 -0.467
Cl14 -6.077 -6.677 1.278
H16 5.156 2.110 -1.999
H17 -4.336 1.334 1.326
Cl15 -3.534 3.890 5.774
N3 -3.455 -1.588 -0.329
H18 -5.331 -0.554 -1.453
Cl16 3.603 0.494 -2.621
H19 0.617 5.852 0.402
Cl17 -3.079 -1.724 -3.705
Cl18 7.685 -0.715 -6.962
H20 1.362 0.520 0.784
C10 0.712 -6.442 1.155
C11 5.701 -1.882 2.849
Cl19 6.636 -2.672 -8.829
O2 -1.723 4.822 0.887
H21 -3.006 -1.226 -1.173
Cl20 4.672 -2.009 7.890
Cl21 6.836 -0.952 6.266
Br1 -3.380 1.492 -2.150
Cl22 2.658 6.806 -0.245
Cl23 1.528 6.593 2.422
O3 -1.248 3.190 -0.833
H22 1.455 -5.992 1.798
N4 -4.659 -1.206 1.647
O4 -3.002 5.036 -1.158
Cl24 4.434 -2.287 4.011
S1 -2.340 4.155 -0.232
H23 -2.811 0.443 1.494
C12 -1.382 1.882 -0.166
Cl25 5.682 0.434 -0.481
Cl26 9.387 -2.870 -7.915
C13 -0.349 -0.324 -0.283
Cl27 6.420 0.617 -3.279
C14 5.573 -0.563 7.435
H24 8.386 -1.156 -9.150
Cl28 3.238 -0.778 -7.012
Cl29 -0.814 -3.265 -2.762
H25 1.752 -0.897 -0.273
H26 0.910 -1.116 1.294
C15 -2.233 3.811 4.593
Cl30 4.529 -3.235 -6.167
Cl31 2.178 4.192 0.928
C16 -2.908 1.662 -0.248
C17 -6.611 -5.008 1.067
Cl32 1.319 -8.013 0.632
Cl33 -6.419 -4.098 2.572



Number 1: molecular weight 297.3 g/mol. Number 2: molecular weight 84.1 g/mol. Number 3: molecular weight 167.2 g/mol. Number 4: molecular weight 120.1 g/mol. Number 5: molecular weight 1632.3 g/mol.